Computed, not measured: a gas-phase ion, C15H33S (charge +1), with the ωB97M-V functional and the def2-TZVPD basis.

```
49
Properties=species:S:1:pos:R:3
S -1.812 -4.376 -2.217
C -2.642 1.761 1.058
C -2.202 2.939 0.191
C -2.704 -0.751 1.440
C 1.584 2.973 -0.769
C 3.235 0.542 0.191
C -1.234 -3.411 -0.744
C 2.397 2.064 -1.697
C 2.621 -1.814 0.921
C 3.749 -0.859 0.525
C -2.438 -2.871 0.012
C 2.574 0.633 -1.185
C -1.956 -2.075 1.239
C -0.727 3.328 0.303
C 0.239 2.361 -0.384
C -2.084 0.400 0.653
H -3.751 -0.870 1.139
H 2.343 -1.691 1.970
H -3.083 -3.700 0.317
H -3.736 1.715 1.053
H -2.351 1.955 2.097
H -0.615 -2.620 -1.168
H 1.591 0.147 -1.162
H -3.030 -2.233 -0.650
H 2.521 0.838 0.967
H -1.673 -5.631 -1.744
H 1.721 -1.627 0.325
H 4.286 -1.263 -0.338
H -2.425 2.724 -0.862
H -0.467 3.425 1.364
H -2.731 -0.505 2.504
H 0.429 1.503 0.263
H 3.174 0.066 -1.903
H 1.898 2.034 -2.671
H 3.385 2.500 -1.874
H -2.029 -2.698 2.131
H 1.419 3.931 -1.269
H -0.664 -4.450 -2.922
H 2.902 -2.860 0.779
H -2.815 3.802 0.460
H 2.153 3.198 0.139
H -0.888 -1.852 1.123
H -0.240 1.961 -1.288
H -1.001 0.379 0.799
H 4.481 -0.794 1.332
H -2.250 0.250 -0.423
H -0.592 4.326 -0.124
H 4.050 1.271 0.249
H -0.610 -4.074 -0.149
```

The calculation puts the largest force on an atom at 0.00313 hartree/bohr. Its charge is +1. As for the multiplicity: 1. The electronic energy comes out at -989.2325 a.u.

---

Computed, not measured: a molecular structure, C3H3BiO3 at a distorted geometry, with the ωB97M-V functional and the def2-TZVPD basis.

```
10
Properties=species:S:1:pos:R:3
Bi 1.864 1.220 1.986
O 1.698 -1.144 -1.226
O 2.497 -0.110 0.616
O 0.435 0.225 0.085
C -0.786 -0.317 -0.210
C 1.625 -0.442 -0.240
C -1.860 0.461 -0.292
H -2.832 0.000 -0.459
H -0.808 -1.406 -0.257
H -1.832 1.512 -0.002
```

Its expectation value of S² is 0.7530. The calculation puts the largest force on an atom at 0.10758 hartree/bohr. The energy above the lowest of the compared OMol25 structures with the same formula, charge and spin comes out at 0.0 kcal/mol. Its charge is +1. As for the multiplicity: 2.

---

Computed, not measured: a molecular structure, C33H33CoN7O2S2, with the ωB97M-V functional and the def2-TZVPD basis.

```
78
Properties=species:S:1:pos:R:3
Co -0.501 0.559 -0.584
S 1.573 0.777 -1.422
S 1.826 4.174 -1.327
O 1.289 -3.831 -0.294
O -0.366 -1.453 -0.585
N -0.370 0.681 1.653
N -2.555 0.236 -0.073
N -0.833 2.441 -0.361
N 5.615 -0.073 2.993
N -1.171 -3.808 1.055
N 5.494 4.087 3.556
N -1.534 0.985 -2.567
C 2.506 -3.736 -1.029
C 4.903 3.555 2.726
C -0.564 -2.640 -3.960
C -1.382 -3.411 -1.406
C -1.641 0.204 2.188
C 3.383 0.944 0.556
C 4.189 1.507 1.539
C -1.860 -4.103 -2.571
C 4.985 0.656 2.363
C -0.727 2.979 0.853
C 2.240 -2.156 2.830
C 1.239 -3.236 0.914
C 0.024 -3.286 1.600
C 2.568 1.695 -0.277
C -1.757 4.439 -1.216
C -1.281 2.426 -2.714
C -0.042 -2.860 2.924
C -2.933 0.588 -2.464
C -1.669 -3.985 -0.172
C -0.144 -1.900 -2.906
C 3.379 3.666 0.834
C 2.332 -2.629 1.534
C 4.152 2.906 1.686
C 1.055 -2.296 3.547
C -0.605 -2.204 -1.569
C -1.313 3.140 -1.387
C -2.809 0.634 1.313
C -0.078 2.096 1.894
C -3.464 0.824 -1.055
C 2.600 3.118 -0.220
C -1.682 5.004 0.048
C -1.164 4.268 1.100
C -1.468 -3.739 -3.812
H 3.374 4.743 0.945
H -2.989 -0.483 -2.693
H -2.018 6.019 0.208
H -0.208 -2.391 -4.954
H -2.136 4.996 -2.061
H 0.988 -1.969 4.576
H -1.801 -4.285 -4.683
H -3.536 1.893 -0.845
H -1.757 -4.199 1.780
H 0.530 -1.059 -3.011
H -0.977 -2.968 3.465
H -1.596 -0.889 2.193
H -4.476 0.409 -0.978
H -2.936 1.718 1.329
H 3.372 -0.129 0.444
H -0.379 2.419 2.898
H -3.733 0.197 1.710
H -3.573 1.115 -3.184
H -1.982 2.901 -3.410
H 2.331 -4.279 -1.954
H -1.065 4.691 2.090
H -2.570 -0.782 -0.147
H 0.388 0.102 2.001
H 2.734 -2.690 -1.252
H 3.266 -2.543 1.003
H -0.260 2.541 -3.090
H 3.328 -4.196 -0.478
H -1.089 0.492 -3.330
H -1.814 0.539 3.220
H 3.106 -1.694 3.284
H 1.002 2.236 1.796
H -2.449 -4.742 -0.176
H -2.511 -4.958 -2.428
```

Its expectation value of S² is 0.7650. The calculation puts the largest force on an atom at 0.00901 hartree/bohr. The energy above the lowest of the compared OMol25 structures with the same formula, charge and spin comes out at 13.3 kcal/mol. As for the multiplicity: 2.